67
Properties=species:S:1:pos:R:3:mulliken_charge:R:1 method="wB97M-V/def2-TZVPD" charge=+1 homo_lumo_gap_ev=7.926 homo_ev=-11.65
C 2.22246 1.60752 2.86664 -0.476
C 3.06546 1.34052 1.63264 0.891
O 4.23246 0.87952 1.75564 -0.505
N 2.51246 1.73052 0.34964 0.457
H 1.62446 1.20652 0.52064 -0.612
H 1.82546 2.53952 0.32064 0.529
C 3.31046 1.54552 -0.89336 -1.122
H 1.32646 1.79052 2.44864 -0.070
H 2.79746 2.50152 3.39264 0.328
H 2.27846 0.84952 3.63864 0.357
H 4.12646 0.67352 -1.12336 0.257
H 3.84546 2.49352 -1.03236 0.485
H 2.84146 1.40552 -1.68236 0.544
C -1.03854 2.36452 -2.32836 -0.352
C -1.73554 2.92052 -1.06936 0.495
O -2.96054 3.11652 -1.17136 -0.468
N -0.97454 2.79752 0.26664 0.280
H -0.45854 1.96052 0.32364 0.040
H -0.24154 3.36652 0.01964 0.479
C -1.81954 3.12152 1.44464 -0.763
H -0.19754 2.85852 -2.87436 0.443
H -1.58554 1.79752 -3.15936 0.249
H -0.48054 1.57652 -1.97536 -0.231
H -2.77654 2.62652 1.50164 0.382
H -1.87454 4.12152 1.57964 0.465
H -1.13454 3.11152 2.37964 0.113
O 0.18146 0.59852 0.33464 -0.913
H -0.18254 -0.10248 0.69464 -0.224
F -4.27054 0.60852 6.75964 -0.291
C -3.41254 0.15552 5.79664 0.312
C -2.22054 0.86852 5.60764 -0.642
C -1.33754 0.50652 4.52264 -0.013
C -1.63254 -0.62448 3.79964 -0.469
C -2.79954 -1.35448 3.98564 -0.367
C -3.73154 -0.96048 4.96464 -0.473
H -1.90554 1.61552 6.23864 0.507
H -0.63154 1.40752 4.40164 0.202
H -1.05154 -0.90348 2.97964 0.506
H -2.83554 -2.21548 3.24564 0.296
H -4.59854 -1.58748 5.04864 0.417
F -4.89554 0.18652 -3.28036 -0.325
C -3.55554 -0.08148 -3.09436 0.310
C -2.80654 -0.22748 -4.37036 -0.416
C -1.46554 -0.64948 -4.22336 -0.504
C -0.90454 -1.08548 -3.02636 -0.696
C -1.68654 -0.94548 -1.82736 -0.027
C -3.05854 -0.60048 -1.88236 -0.776
H -3.27154 0.05752 -5.41236 0.299
H -0.77554 -0.54448 -5.18236 0.215
H 0.01646 -1.35748 -2.79436 0.836
H -1.29054 -1.25848 -0.90036 0.514
H -3.67654 -0.92348 -1.04736 0.488
C 1.57446 -3.33548 -1.17836 -0.351
C 1.85346 -3.97348 -2.50036 -1.340
C 3.25546 -3.96448 -2.64836 -0.530
S 3.77746 -2.31548 -2.17636 1.047
O 3.36946 -1.49748 -3.33036 -0.628
O 5.03746 -2.23148 -1.52436 -0.673
C 2.45846 -2.11648 -0.94336 -0.992
H 1.57446 -4.12348 -0.45436 0.364
H 0.61046 -2.86648 -0.99236 0.023
H 1.37246 -3.61548 -3.27136 0.478
H 1.49446 -4.85048 -2.62936 0.832
H 3.84846 -4.19748 -3.56536 0.450
H 3.80546 -4.78448 -1.90536 0.251
H 2.11546 -1.02548 -1.12436 -0.459
H 2.92046 -1.98848 -0.22636 1.570

=====

68
Properties=species:S:1:pos:R:3:mulliken_charge:R:1 method="wB97M-V/def2-TZVPD" charge=+1 homo_lumo_gap_ev=8.715 homo_ev=-11.72
C 2.69908 4.30695 2.50472 0.240
C 2.62443 3.78020 1.43311 -1.567
C 2.53089 3.11958 0.13119 0.621
O 1.30512 2.42430 0.10063 -0.408
C 1.16828 1.51943 -0.97589 -0.861
C 1.20689 2.27466 -2.32610 -0.796
C 0.28554 3.50032 -2.29697 -0.587
F 1.04637 4.66320 -2.30161 -0.320
C 2.18315 0.36552 -0.85660 1.406
C 1.99619 -0.52885 -2.10318 -1.778
C 2.50080 -1.99216 -2.10651 -0.908
O 1.44831 -2.86061 -2.48163 -0.594
C 1.97717 -0.38559 0.48792 -0.984
O 0.69819 -0.20625 1.03078 -0.464
C -0.25245 -1.13681 0.62607 0.611
C -0.02876 -2.50817 0.64108 -0.507
C -1.04102 -3.36663 0.24556 -0.429
C -2.28081 -2.88548 -0.14554 -0.728
C -2.50267 -1.51516 -0.14436 -0.776
C -1.49037 -0.64897 0.24461 -0.234
N 3.56751 0.99727 -0.90074 0.238
C 4.68957 0.01469 -0.71401 -1.128
N 5.40857 -0.09942 -1.96713 -0.247
C 6.59127 -0.97618 -1.83973 -0.907
C 3.75574 2.17872 0.02671 -1.361
I 5.41002 3.33565 -0.71108 0.233
H 2.65168 4.67604 3.50357 0.504
H 2.58383 3.89366 -0.64100 0.694
H 0.17244 1.09351 -0.89274 0.716
H 2.20907 2.63736 -2.57742 0.304
H 0.87619 1.63475 -3.14127 0.704
H -0.36313 3.50321 -1.42097 0.248
H -0.35021 3.51853 -3.18304 0.414
H 0.91913 -0.60276 -2.26644 0.572
H 2.38638 -0.02475 -2.99108 0.900
H 3.26303 -2.10946 -2.88119 0.319
H 2.96062 -2.30849 -1.17016 0.418
H 1.05989 -3.26540 -1.69841 0.271
H 2.20106 -1.44285 0.37909 0.273
H 2.69533 -0.00270 1.21950 0.243
H 0.92079 -2.90836 0.97848 0.595
H -0.87360 -4.43690 0.25902 0.466
H -3.08240 -3.54860 -0.43856 0.454
H -3.45882 -1.08915 -0.41912 0.444
H -1.66645 0.42063 0.26605 0.623
H 3.69481 1.35004 -1.85547 0.856
H 4.30742 -0.94875 -0.36774 0.393
H 5.37982 0.38910 0.03893 0.731
H 4.79094 -0.49563 -2.66725 0.292
H 6.43234 -1.92854 -2.34548 0.312
H 6.80791 -1.19995 -0.79410 0.358
H 7.47232 -0.49571 -2.25947 0.324
H 4.02473 1.80901 1.01012 0.804
O -7.52267 1.07791 2.02837 -0.648
S -6.42564 0.19003 2.25500 1.203
O -5.84779 -0.52102 1.15326 -0.549
O -6.81535 -0.83719 3.39700 -0.277
C -8.06925 -1.55133 3.26099 -0.370
C -7.97349 -2.70430 2.28465 -0.958
C -5.15081 1.02705 3.13241 -0.965
H -8.85310 -0.84722 2.98064 0.344
H -8.28845 -1.91149 4.26364 0.273
H -7.83471 -2.35107 1.26373 0.284
H -8.89024 -3.29254 2.32293 0.385
H -7.13028 -3.34845 2.53415 0.261
H -5.58863 1.52645 3.99194 0.344
H -4.71958 1.75419 2.44786 0.361
H -4.40208 0.30093 3.43821 0.312

=====

72
Properties=species:S:1:pos:R:3:mulliken_spin:R:1 method="wB97M-V/def2-TZVPD" spin_multiplicity=5 charge=+1 homo_lumo_gap_ev="7.408 / 7.180" s_squared=6.013 homo_ev="-9.56 / -11.22"
Ir 0.53256 0.15942 -0.65702 2.199
O -1.47166 3.96872 -0.03161 0.231
C -1.16295 2.83880 -0.21382 0.169
O -0.84296 1.81042 0.39181 0.219
C -1.06163 2.44212 -2.13783 0.087
O -1.99323 2.86058 -2.73589 0.227
O 0.01848 1.86291 -2.25806 0.178
C 3.07780 0.54080 2.40634 0.004
Te 2.84562 1.34330 0.44876 0.043
C 1.99129 3.01358 1.47429 -0.017
C 2.55345 2.94477 2.87112 0.001
C 2.54834 4.05285 3.70941 0.001
C 3.05111 3.95841 4.99750 0.000
C 3.56510 2.75382 5.45508 0.000
C 3.57725 1.64597 4.62163 0.001
C 3.07278 1.73389 3.32919 0.002
H 4.00658 -0.02282 2.46294 -0.002
H 2.24352 -0.13857 2.56827 -0.001
H 0.91174 2.87388 1.47494 0.020
H 2.22890 3.94111 0.95995 -0.003
H 2.15448 4.99548 3.34958 0.000
H 3.05230 4.82839 5.64035 0.000
H 3.97045 2.68126 6.45526 0.000
H 3.99525 0.71000 4.97249 0.000
N 3.47729 -0.01696 -4.06014 0.002
C 3.94892 -1.12766 -3.40765 0.007
C 3.09453 -1.33247 -2.36930 -0.005
N 2.11350 -0.36822 -2.39062 0.052
C 2.37382 0.41094 -3.41567 -0.008
H 3.88463 0.41432 -4.87250 0.002
H 4.82612 -1.65810 -3.73119 0.001
H 3.11725 -2.10537 -1.61975 0.003
H 1.79606 1.27137 -3.70962 0.003
C -1.07792 -1.81546 3.80448 0.013
As -0.95345 -0.35057 2.57341 0.013
C -0.46098 1.19534 3.59630 0.004
C -2.73124 -0.07250 1.90995 -0.006
O 0.23249 -0.72839 1.44551 0.084
H -1.68756 -1.52410 4.65905 0.001
H -0.07943 -2.08665 4.14119 -0.001
H -1.53825 -2.66681 3.30604 0.000
H -1.11826 1.28149 4.46096 0.000
H -0.55230 2.07885 2.96997 0.006
H 0.56966 1.09020 3.93397 0.000
H -3.30945 0.35909 2.72737 0.000
H -3.15482 -1.02852 1.61290 0.000
H -2.71218 0.60672 1.06396 0.002
C -1.36847 -2.23705 -5.14781 0.002
C -0.76230 -1.44272 -4.01669 -0.007
O -1.31570 -1.93744 -2.77714 0.005
P -1.28682 -1.10654 -1.40904 0.409
O -2.54175 -0.13787 -1.44450 0.046
C -3.84975 -0.53403 -1.93809 0.005
C -4.11485 0.12957 -3.26690 0.004
O -1.79299 -2.26199 -0.42384 0.004
C -0.99794 -3.46131 -0.26924 -0.001
C -1.81831 -4.65975 -0.67660 0.002
H -0.85113 -2.00570 -6.07931 0.000
H -2.42567 -2.01054 -5.27816 0.000
H -1.26400 -3.30467 -4.95666 0.000
H -0.98724 -0.37596 -4.10540 0.003
H 0.31943 -1.56784 -3.97949 0.004
H -4.55804 -0.20011 -1.18106 0.000
H -3.89615 -1.62185 -1.99896 -0.001
H -4.00408 1.20945 -3.17892 -0.002
H -5.13133 -0.09045 -3.59473 0.000
H -3.42525 -0.23385 -4.02878 -0.001
H -0.69243 -3.49968 0.77706 -0.002
H -0.09129 -3.38351 -0.87398 -0.003
H -2.72629 -4.72750 -0.07773 0.000
H -1.24233 -5.57394 -0.53022 0.000
H -2.09834 -4.59039 -1.72712 0.000

=====

How do the records compare in electronic energy? In the order shown, they have -52851.1324; -60289.9050; -123012.3575 eV.